ORCA calculation (ωB97M-V with the def2-TZVPD basis set) on the molecule C22H22N4O3S in a non-equilibrium geometry.

The geometry in XYZ format:
```
52
Properties=species:S:1:pos:R:3
C -1.210 -0.909 -2.929
C -1.457 0.198 -2.085
C -3.004 0.271 -1.467
C -3.273 1.312 -0.680
C -2.209 2.060 -0.362
C -2.535 3.191 0.836
C -0.888 2.018 -0.709
S 0.505 3.025 -0.004
O 0.172 4.265 0.230
O 1.498 2.729 -0.843
C 0.923 1.814 1.594
C 2.191 2.178 2.026
N 3.390 2.575 2.248
C 0.422 0.611 1.446
N -0.867 0.407 1.497
C -1.532 -0.690 1.560
C -2.795 -0.832 1.693
C -3.432 -2.116 1.592
C -2.603 -3.086 0.735
C -1.171 -3.109 0.754
C -0.622 -2.071 0.972
N 0.723 -1.578 0.731
C 1.177 -0.590 1.016
N 2.652 -0.557 0.860
C 3.327 0.511 -0.143
C 3.518 -0.207 -1.455
O 4.137 -1.541 -1.404
C 3.532 -2.177 -0.530
C 3.317 -1.772 1.102
C -0.473 1.153 -1.625
H -0.547 -0.573 -3.593
H -0.959 -1.745 -2.484
H -2.082 -1.126 -3.696
H -3.719 -0.232 -2.114
H -4.291 1.548 -0.494
H -1.989 4.308 0.800
H -3.718 3.640 0.657
H -2.413 2.597 1.712
H 0.332 2.298 2.290
H -3.277 -0.204 2.016
H -4.271 -2.366 1.572
H -3.191 -4.145 0.737
H -0.699 -4.102 0.457
H 2.748 1.310 -0.349
H 4.200 0.566 0.373
H 4.055 0.277 -2.144
H 2.353 -0.326 -1.687
H 4.124 -3.279 -0.709
H 2.579 -2.691 -0.821
H 2.743 -2.438 1.483
H 4.188 -1.468 1.365
H 0.421 1.068 -2.027
```

LUMO = -1.376 eV
E_HOMO = -7.61 eV
SMILES string = Cc1ccc(C)c(S(=O)(=O)[C@H](C#N)c2nc3ccccc3nc2N2CCOCC2)c1
Orbital gap = 6.23 eV
Net charge = 0